*A*
ORCA calculation (ωB97M-V with the def2-TZVPD basis set) on a 2-piece molecular cluster, C4H13NS overall.

SMILES string: CCCN.CS
Frontier orbital gap in eV: 9.68
Molecular weight in g/mol: 107.22
HOMO level in eV: -8.6

Structure (XYZ):
```
19
C4H13NS | the Open Molecules 2025 dataset | ωB97M-V with the def2-TZVPD basis set
C -0.92 1.62 -2.16
C -0.91 0.19 -1.64
C 0.30 -0.13 -0.78
N 0.34 -1.57 -0.40
H -0.83 2.32 -1.34
H -0.11 1.73 -2.88
H -1.86 1.83 -2.68
H -1.82 -0.03 -1.06
H -0.95 -0.56 -2.44
H 1.22 0.13 -1.31
H 0.27 0.45 0.15
H -0.44 -2.02 -0.87
H 1.18 -2.04 -0.71
C 1.08 -0.07 3.29
S -0.58 -0.62 2.88
H 1.12 1.02 3.33
H 1.38 -0.46 4.26
H 1.79 -0.35 2.50
H -0.28 -1.42 1.87
```

natural (NBO) population analysis, charges in e, atoms 1 to 5:
1 C -0.6044
2 C -0.4068
3 C -0.2179
4 N -0.8511
5 H 0.2083

*B*
ORCA calculation (ωB97M-V with the def2-TZVPD basis set) on a 2-piece molecular cluster, C4H13NS overall.

SMILES string: CCN.CSC
Frontier orbital gap in eV: 9.38
Molecular weight in g/mol: 107.22
HOMO level in eV: -8.6

Structure (XYZ):
```
19
C4H13NS | the Open Molecules 2025 dataset | ωB97M-V with the def2-TZVPD basis set
C 1.78 3.69 -1.54
C 0.77 2.57 -1.47
N -0.51 3.09 -0.97
H 1.88 4.15 -0.57
H 2.78 3.27 -1.74
H 1.55 4.40 -2.34
H 0.62 2.12 -2.45
H 1.16 1.79 -0.80
H -0.41 3.30 0.02
H -1.24 2.39 -1.02
C 0.27 -2.45 -0.25
S -1.13 -2.51 0.90
C -0.30 -2.04 2.41
H 0.73 -1.47 -0.24
H -0.17 -2.66 -1.23
H 0.99 -3.22 0.01
H -0.97 -2.26 3.25
H 0.62 -2.61 2.57
H -0.04 -0.98 2.50
```

natural (NBO) population analysis, charges in e, atoms 1 to 5:
1 C -0.6095
2 C -0.2147
3 N -0.8336
4 H 0.1998
5 H 0.2039

*C*
ORCA calculation (ωB97M-V with the def2-TZVPD basis set) on a 2-piece molecular cluster, C4H13NS overall.

SMILES string: CCN.CCS
Frontier orbital gap in eV: 9.84
Molecular weight in g/mol: 107.22
HOMO level in eV: -8.9

Structure (XYZ):
```
19
C4H13NS | the Open Molecules 2025 dataset | ωB97M-V with the def2-TZVPD basis set
C 2.88 -0.20 0.78
C 2.02 -0.28 -0.50
N 1.05 0.85 -0.55
H 3.58 -1.04 0.84
H 3.36 0.78 0.83
H 2.34 -0.38 1.72
H 2.64 -0.28 -1.39
H 1.34 -1.12 -0.36
H 0.22 0.67 -1.10
H 1.41 1.73 -0.87
C -3.04 0.46 -0.36
C -2.09 -0.68 -0.03
S -1.37 -0.57 1.64
H -2.55 1.44 -0.33
H -3.77 0.55 0.48
H -3.73 0.30 -1.20
H -1.33 -0.87 -0.83
H -2.56 -1.66 0.01
H -0.38 0.29 1.22
```

natural (NBO) population analysis, charges in e, atoms 1 to 5:
1 C -0.6198
2 C -0.2222
3 N -0.8632
4 H 0.2105
5 H 0.2032

*D*
ORCA calculation (ωB97M-V with the def2-TZVPD basis set) on a 2-piece molecular cluster, C4H13NS overall.

Frontier orbital gap in eV: 2.66
Molecular weight in g/mol: 107.22
HOMO level in eV: -4.5

Structure (XYZ):
```
19
C4H13NS | the Open Molecules 2025 dataset | ωB97M-V with the def2-TZVPD basis set
C 2.46 0.14 1.44
C 1.53 -0.19 2.64
S 1.89 0.73 4.11
H 2.81 -0.76 0.91
H 3.35 0.70 1.76
H 2.05 0.82 0.66
H 1.58 -1.26 2.85
H 0.53 -0.03 2.19
C -2.34 0.75 -1.01
C -1.30 -0.38 -1.05
N -0.78 -0.56 -2.44
H -2.07 1.45 -1.81
H -3.39 0.55 -1.20
H -2.40 1.29 -0.07
H -0.54 -0.13 -0.31
H -1.65 -1.29 -0.55
H -1.17 -1.41 -2.82
H 0.23 -0.71 -2.31
H -0.80 0.29 -3.00
```

natural (NBO) population analysis, charges in e, atoms 1 to 5:
1 C -0.6361
2 C -0.5524
3 S -0.6216
4 H 0.1660
5 H 0.2296

*A* (0.0027 hartree below the next structure)

*A*
ORCA calculation (ωB97M-V with the def2-TZVPD basis set) on a 2-piece molecular cluster, C4H13NS overall.

SMILES string: CCCN.CS
Frontier orbital gap in eV: 9.86
Molecular weight in g/mol: 107.22
HOMO level in eV: -8.8

Structure (XYZ):
```
19
C4H13NS | the Open Molecules 2025 dataset | ωB97M-V with the def2-TZVPD basis set
C 3.14 0.42 2.17
C 1.70 -0.07 2.27
C 0.74 0.92 1.62
N -0.59 0.31 1.48
H 3.25 1.46 2.49
H 3.50 0.40 1.14
H 3.83 -0.19 2.75
H 1.64 -1.04 1.77
H 1.41 -0.24 3.30
H 1.14 1.20 0.64
H 0.70 1.83 2.22
H -1.28 1.02 1.29
H -0.86 -0.16 2.33
C -0.66 -0.48 -1.90
S -2.25 -0.61 -2.78
H -0.83 -0.97 -0.95
H 0.08 -1.03 -2.46
H -0.36 0.55 -1.74
H -1.83 -0.13 -3.97
```

natural (NBO) population analysis, charges in e, atoms 1 to 5:
1 C -0.6040
2 C -0.4044
3 C -0.2080
4 N -0.8436
5 H 0.2012

*B*
ORCA calculation (ωB97M-V with the def2-TZVPD basis set) on a 2-piece molecular cluster, C4H13NS overall.

Frontier orbital gap in eV: 3.06
Molecular weight in g/mol: 107.22
HOMO level in eV: -4.4

Structure (XYZ):
```
19
C4H13NS | the Open Molecules 2025 dataset | ωB97M-V with the def2-TZVPD basis set
C -0.04 -0.57 1.16
C -1.05 -1.31 2.11
S -2.52 -1.90 1.32
H -0.65 0.09 0.66
H 0.62 -1.19 0.47
H 0.69 -0.14 1.69
H -1.57 -0.70 2.91
H -0.55 -2.16 2.66
C 2.50 2.28 -1.07
N 2.07 1.25 -1.92
C 0.77 1.53 -2.52
H 3.61 2.18 -0.63
H 2.59 3.29 -1.50
H 1.91 2.38 -0.05
H 2.09 0.39 -1.31
H 2.77 0.99 -2.62
H -0.12 1.40 -1.78
H 0.46 0.96 -3.42
H 0.83 2.59 -2.89
```

natural (NBO) population analysis, charges in e, atoms 1 to 5:
1 C -0.6548
2 C -0.5682
3 S -0.6577
4 H 0.1973
5 H 0.1587

*A* (0.1918 hartree below the next structure)

*A*
ORCA calculation (ωB97M-V with the def2-TZVPD basis set) on one molecule with the formula C3H7N3.

SMILES string: C=N/N=C\CN
Frontier orbital gap in eV: 9.43
Molecular weight in g/mol: 85.11
HOMO level in eV: -8.9

Structure (XYZ):
```
13
C3H7N3 | the Open Molecules 2025 dataset | ωB97M-V with the def2-TZVPD basis set
C 0.37 2.33 -1.36
N 0.24 1.01 -1.14
N 1.07 0.55 -0.10
C 0.61 -0.46 0.54
C -0.87 -0.89 0.56
N -0.94 -2.17 1.24
H -0.29 2.81 -2.01
H 1.08 2.98 -0.78
H 1.25 -0.87 1.32
H -1.45 -0.22 1.23
H -1.26 -0.82 -0.51
H -0.70 -3.02 0.65
H -1.87 -2.42 1.66
```

natural (NBO) population analysis, charges in e, atoms 1 to 5:
1 C -0.0838
2 N -0.2806
3 N -0.2947
4 C 0.1209
5 C -0.3075

*B*
ORCA calculation (ωB97M-V with the def2-TZVPD basis set) on one molecule with the formula C3H7N3.

SMILES string: NC[C@@H]1N=C1N
Frontier orbital gap in eV: 10.09
Molecular weight in g/mol: 85.11
HOMO level in eV: -9.3

Structure (XYZ):
```
13
C3H7N3 | the Open Molecules 2025 dataset | ωB97M-V with the def2-TZVPD basis set
N -1.96 0.35 0.41
C -0.83 1.00 -0.25
C 0.45 0.60 0.44
N 1.81 0.82 -0.24
C 1.37 -0.35 -0.13
N 1.67 -1.66 -0.41
H -2.83 0.65 -0.01
H -1.91 -0.66 0.28
H -0.97 2.08 -0.14
H -0.74 0.79 -1.33
H 0.44 0.77 1.52
H 0.92 -2.30 -0.23
H 2.54 -1.99 -0.03
```

natural (NBO) population analysis, charges in e, atoms 1 to 5:
1 N -0.8273
2 C -0.2417
3 C -0.1450
4 N -0.3729
5 C 0.3677

*B* (0.0274 hartree below the next structure)

*A*
ORCA calculation (ωB97M-V with the def2-TZVPD basis set) on C8H24O4 as an isolated structure.

Frontier orbital gap in eV: 9.39
Molecular weight in g/mol: 184.28
HOMO level in eV: -9.2

Structure (XYZ):
```
36
C8H24O4 | the Open Molecules 2025 dataset | ωB97M-V with the def2-TZVPD basis set
C 4.18 -0.21 1.20
C 3.18 -1.08 0.57
O 3.90 -1.95 -0.20
H 4.75 -0.61 2.04
H 3.47 0.45 1.70
H 4.79 0.36 0.51
H 2.55 -0.61 -0.18
H 2.72 -1.86 1.17
H 3.48 -2.22 -1.03
C 0.61 0.34 -2.87
C -0.87 0.31 -2.35
O -0.85 -0.67 -1.36
H 1.23 0.90 -2.17
H 0.55 0.96 -3.77
H 1.08 -0.64 -2.90
H -1.58 0.03 -3.12
H -1.24 1.23 -1.91
H -1.05 -1.42 -1.92
C 0.99 -0.10 1.67
C -0.27 -0.66 0.93
O -0.81 0.45 0.23
H 1.41 -0.80 2.39
H 0.56 0.76 2.19
H 1.80 0.27 1.04
H -1.09 -1.02 1.56
H -0.09 -1.46 0.21
H -1.08 0.19 -0.66
C -3.28 0.12 0.68
C -3.71 1.56 1.20
O -4.75 2.13 0.42
H -2.92 0.03 -0.35
H -4.11 -0.54 0.91
H -2.50 -0.28 1.33
H -2.77 2.08 1.01
H -3.89 1.54 2.27
H -4.39 2.40 -0.43
```

natural (NBO) population analysis, charges in e, atoms 1 to 5:
1 C -0.6331
2 C -0.0784
3 O -0.7494
4 H 0.2215
5 H 0.2086

*B*
ORCA calculation (ωB97M-V with the def2-TZVPD basis set) on a 4-piece molecular cluster, C8H24O4 overall.

SMILES string: CCO.CCO.CCO.CCO
Frontier orbital gap in eV: 10.94
Molecular weight in g/mol: 184.28
HOMO level in eV: -10.1

Structure (XYZ):
```
36
C8H24O4 | the Open Molecules 2025 dataset | ωB97M-V with the def2-TZVPD basis set
C -9.60 6.20 -12.20
C -10.38 6.13 -10.89
O -11.73 6.45 -11.12
H -9.70 7.18 -12.66
H -10.03 5.47 -12.88
H -8.53 5.98 -12.08
H -10.08 6.74 -10.04
H -10.38 5.10 -10.52
H -12.15 5.61 -10.94
C -14.36 9.97 -5.20
C -14.91 11.34 -4.79
O -14.30 11.77 -3.56
H -13.34 9.94 -5.59
H -15.07 9.59 -5.93
H -14.26 9.28 -4.37
H -15.99 11.30 -4.66
H -14.78 12.01 -5.64
H -14.37 11.11 -2.87
C -24.30 12.40 -5.45
C -23.15 13.33 -5.51
O -22.88 13.75 -4.21
H -25.06 12.88 -4.84
H -24.05 11.42 -5.06
H -24.79 12.26 -6.41
H -23.37 14.21 -6.12
H -22.25 12.80 -5.80
H -22.25 14.47 -4.24
C -15.52 12.90 4.18
C -16.82 12.06 4.10
O -16.97 11.48 2.80
H -15.31 13.06 5.24
H -15.64 13.88 3.72
H -14.57 12.49 3.86
H -17.68 12.65 4.39
H -16.68 11.14 4.68
H -17.84 11.71 2.46
```

natural (NBO) population analysis, charges in e, atoms 1 to 5:
1 C -0.6307
2 C -0.0640
3 O -0.7191
4 H 0.2140
5 H 0.2073

*C*
ORCA calculation (ωB97M-V with the def2-TZVPD basis set) on a 4-piece molecular cluster, C8H24O4 overall.

SMILES string: CCO.CCO.CCO.CCO
Frontier orbital gap in eV: 10.50
Molecular weight in g/mol: 184.28
HOMO level in eV: -9.7

Structure (XYZ):
```
36
C8H24O4 | the Open Molecules 2025 dataset | ωB97M-V with the def2-TZVPD basis set
C 11.88 -12.61 16.64
C 12.43 -11.49 15.79
O 13.84 -11.53 15.82
H 10.83 -12.39 16.87
H 12.42 -12.69 17.58
H 11.94 -13.56 16.11
H 12.05 -10.52 16.15
H 12.05 -11.61 14.76
H 14.22 -10.96 15.15
C 11.12 -16.56 13.15
C 12.12 -17.65 13.46
O 11.71 -18.82 12.77
H 11.09 -16.37 12.08
H 11.37 -15.64 13.68
H 10.12 -16.85 13.47
H 12.20 -17.84 14.54
H 13.12 -17.35 13.11
H 12.24 -19.56 13.06
C 14.93 -15.14 15.32
C 15.80 -15.65 16.44
O 17.12 -15.76 15.98
H 14.31 -15.89 14.81
H 15.54 -14.65 14.56
H 14.21 -14.39 15.65
H 15.45 -16.63 16.80
H 15.75 -14.98 17.31
H 17.73 -15.62 16.71
C 20.03 -15.96 18.71
C 19.06 -17.04 18.29
O 17.73 -16.76 18.78
H 21.02 -16.14 18.26
H 20.13 -15.93 19.79
H 19.68 -14.99 18.34
H 19.37 -18.03 18.66
H 19.01 -17.17 17.21
H 17.67 -17.26 19.60
```

natural (NBO) population analysis, charges in e, atoms 1 to 5:
1 C -0.6248
2 C -0.0575
3 O -0.7286
4 H 0.2105
5 H 0.2170

*C* (0.0306 hartree below the next structure)

*A*
ORCA calculation (ωB97M-V with the def2-TZVPD basis set) on a 2-piece molecular cluster, C2H9NO overall.

SMILES string: COC.N
Frontier orbital gap in eV: 10.63
Molecular weight in g/mol: 63.10
HOMO level in eV: -9.7

Structure (XYZ):
```
13
C2H9NO | the Open Molecules 2025 dataset | ωB97M-V with the def2-TZVPD basis set
C 0.77 1.47 0.69
O 1.27 0.16 0.74
C 0.41 -0.86 1.11
H 1.52 2.04 0.20
H 0.38 1.67 1.61
H -0.17 1.57 0.08
H 1.04 -1.80 1.03
H -0.48 -0.81 0.52
H 0.10 -0.62 2.14
N -1.32 -0.97 -1.88
H -0.35 -0.72 -1.49
H -1.33 -1.05 -2.91
H -1.85 -0.06 -1.84
```

natural (NBO) population analysis, charges in e, atoms 1 to 5:
1 C -0.2421
2 O -0.5520
3 C -0.2479
4 H 0.2017
5 H 0.1683

*B*
ORCA calculation (ωB97M-V with the def2-TZVPD basis set) on a 2-piece molecular cluster, C2H9NO overall.

SMILES string: CNC.O
Frontier orbital gap in eV: 9.88
Molecular weight in g/mol: 63.10
HOMO level in eV: -9.0

Structure (XYZ):
```
13
C2H9NO | the Open Molecules 2025 dataset | ωB97M-V with the def2-TZVPD basis set
C 0.11 0.29 -0.18
N -0.48 1.52 -0.62
C -1.75 1.67 0.07
H 0.13 0.29 0.93
H 1.14 0.38 -0.54
H -0.30 -0.68 -0.52
H -0.77 1.43 -1.60
H -2.42 0.85 -0.21
H -2.20 2.63 -0.26
H -1.65 1.69 1.16
O 3.03 -3.10 0.50
H 2.22 -3.29 -0.02
H 2.94 -3.66 1.30
```

natural (NBO) population analysis, charges in e, atoms 1 to 5:
1 C -0.4267
2 N -0.6052
3 C -0.4178
4 H 0.1918
5 H 0.2036

*C*
ORCA calculation (ωB97M-V with the def2-TZVPD basis set) on a 3-piece molecular cluster, C2H9NO overall.

SMILES string: [H][H].C1CO1.N
Frontier orbital gap in eV: 11.36
Molecular weight in g/mol: 63.10
HOMO level in eV: -10.3

Structure (XYZ):
```
13
C2H9NO | the Open Molecules 2025 dataset | ωB97M-V with the def2-TZVPD basis set
H -1.21 0.87 4.74
H -0.70 0.96 4.21
C -1.45 -1.33 -0.62
C -1.12 -2.67 -0.10
O -1.61 -1.66 0.77
H -2.23 -1.33 -1.38
H -0.62 -0.65 -0.73
H -1.84 -3.42 -0.42
H -0.10 -2.98 0.08
N 2.50 2.96 -1.45
H 2.51 3.97 -1.52
H 3.41 2.64 -1.18
H 2.46 2.65 -2.41
```

natural (NBO) population analysis, charges in e, atoms 1 to 5:
1 H -0.0031
2 H 0.0029
3 C -0.1281
4 C -0.1135
5 O -0.4818

*D*
ORCA calculation (ωB97M-V with the def2-TZVPD basis set) on a 2-piece molecular cluster, C2H9NO overall.

SMILES string: CCN.O
Frontier orbital gap in eV: 10.88
Molecular weight in g/mol: 63.10
HOMO level in eV: -10.0

Structure (XYZ):
```
13
C2H9NO | the Open Molecules 2025 dataset | ωB97M-V with the def2-TZVPD basis set
C 0.00 0.00 0.00
C -0.12 0.55 1.40
N 0.16 2.05 1.40
H -0.68 0.51 -0.70
H -0.25 -1.07 0.01
H 1.03 0.12 -0.37
H -1.19 0.42 1.67
H 0.49 0.05 2.17
H 0.07 2.47 2.33
H -0.53 2.52 0.81
O 2.74 1.64 2.18
H 2.71 0.83 2.73
H 1.83 1.74 1.83
```

natural (NBO) population analysis, charges in e, atoms 1 to 5:
1 C -0.6219
2 C -0.2199
3 N -0.8737
4 H 0.2058
5 H 0.2159

*D* (0.0218 hartree below the next structure)